Entry 1:
{
  "formula": "C25H45FeN2S2Si4Te",
  "method": "the ωB97M-V functional and the def2-TZVPD basis",
  "gap_ev": [6.57, 6.57],
  "spin_multiplicity": 5,
  "lumo_energy_ev": [2.693, 2.680],
  "e_homo_ev": [-3.88, -3.89],
  "charge": -1,
  "s_squared": 6.02,
  "symbols": ["Fe", "C", "N", "C", "C", "N", "C", "C", "C", "C", "C", "C", "C", "S", "C", "C", "C", "C", "C", "C", "S", "H", "H", "H", "H", "H", "H", "H", "H", "H", "H", "H", "H", "H", "H", "H", "H", "H", "H", "C", "Si", "C", "C", "Si", "Te", "Si", "C", "C", "C", "Si", "C", "C", "C", "H", "H", "H", "H", "H", "H", "H", "H", "H", "H", "H", "H", "H", "H", "H", "H", "H", "H", "H", "H", "H", "H", "H", "H", "H", "H", "H"],
  "positions_angstrom": [[0.1255, -0.3251, -0.1939], [0.9024, 2.8967, -0.7636], [-0.0599, 2.2146, 0.1050], [0.3173, 2.3068, 1.5207], [-0.4652, 1.2902, 2.3255], [-0.0371, -0.0973, 2.0497], [-1.1030, -1.0210, 2.4826], [1.2488, -0.3836, 2.6735], [1.2894, -0.6636, 4.0376], [2.4808, -0.9508, 4.6799], [3.6558, -0.9531, 3.9373], [3.6227, -0.6642, 2.5876], [2.4288, -0.3630, 1.9141], [2.4855, 0.0265, 0.2035], [-1.4049, 2.6964, -0.1365], [-1.7203, 4.0267, 0.1311], [-2.9913, 4.5262, -0.0940], [-3.9622, 3.6712, -0.6052], [-3.6525, 2.3525, -0.8749], [-2.3716, 1.8266, -0.6479], [-2.0637, 0.1296, -0.9988], [0.8977, 3.9841, -0.6084], [0.6452, 2.6956, -1.8039], [1.8955, 2.5013, -0.5612], [0.1264, 3.3094, 1.9288], [1.3882, 2.1154, 1.5927], [-1.5229, 1.3613, 2.0594], [-0.3749, 1.5017, 3.3989], [-1.4360, -0.8110, 3.5058], [-0.7363, -2.0433, 2.4140], [-1.9455, -0.9075, 1.8001], [0.3656, -0.6643, 4.6025], [2.4891, -1.1777, 5.7384], [4.6017, -1.1893, 4.4102], [4.5376, -0.6745, 2.0082], [-0.9499, 4.6796, 0.5252], [-3.2191, 5.5624, 0.1219], [-4.9654, 4.0351, -0.7931], [-4.4110, 1.6879, -1.2701], [2.8016, -5.7159, -2.2971], [0.9969, -6.1995, -2.1469], [0.0858, -5.6239, -3.6787], [0.8722, -8.0764, -2.0348], [0.0875, -5.1658, -0.2642], [0.1399, -2.7767, -0.7292], [-2.1376, -5.7507, 0.1051], [-2.3184, -7.5526, 0.6291], [-3.1195, -5.4779, -1.4683], [-2.8505, -4.6510, 1.4447], [1.4384, -5.4970, 1.6125], [0.5996, -4.8091, 3.1442], [1.7883, -7.3269, 1.9103], [3.0606, -4.5942, 1.3756], [3.1968, -6.0340, -3.2672], [3.4073, -6.1772, -1.5136], [2.9110, -4.6327, -2.2140], [0.5846, -6.0069, -4.5752], [0.0743, -4.5332, -3.7209], [-0.9500, -5.9671, -3.6873], [1.3242, -8.5291, -2.9236], [-0.1683, -8.4051, -1.9823], [1.3880, -8.4677, -1.1555], [-1.8986, -8.2346, -0.1135], [-3.3763, -7.8033, 0.7593], [-1.8089, -7.7432, 1.5771], [-2.8266, -6.1749, -2.2562], [-2.9597, -4.4629, -1.8385], [-4.1877, -5.6138, -1.2708], [-2.3730, -4.8185, 2.4121], [-3.9229, -4.8454, 1.5504], [-2.7106, -3.6013, 1.1759], [-0.2994, -5.3709, 3.4081], [0.3173, -3.7647, 2.9905], [1.2935, -4.8549, 3.9897], [0.8662, -7.8940, 2.0603], [2.4115, -7.4516, 2.8019], [2.3178, -7.7755, 1.0664], [2.8781, -3.5400, 1.1531], [3.6460, -5.0086, 0.5529], [3.6562, -4.6607, 2.2924]]
}

Entry 2:
{
  "formula": "C5H7NO3S",
  "method": "the ωB97M-V functional and the def2-TZVPD basis",
  "gap_ev": [7.13, 7.22],
  "lumo_energy_ev": [-0.631, -0.370],
  "e_homo_ev": [-7.76, -7.59],
  "charge": 0,
  "symbols": ["C", "C", "C", "C", "C", "N", "O", "O", "O", "S", "H", "H", "H", "H", "H", "H", "H"],
  "positions_angstrom": [[-0.4229, 0.8569, 1.1377], [-1.7535, 1.2935, 1.3924], [2.1840, 0.2959, 1.7895], [-0.9232, -0.6571, -0.6259], [0.8122, -0.7145, -2.2438], [-0.1448, 0.1217, 0.0096], [-2.6072, 1.4647, 0.5488], [-2.0922, -1.1663, -0.1503], [-0.4779, -1.1975, -1.8151], [0.8281, 1.1907, 2.1606], [-1.8894, 1.6003, 2.3812], [2.2650, -0.2311, 0.8156], [3.2029, 0.5660, 2.2472], [0.8556, 0.4387, -1.9861], [0.9777, -1.0260, -3.2355], [1.6902, -1.1102, -1.5445], [-2.5046, -1.7257, -0.8813]]
}

Entry 3:
{
  "formula": "H2N2O3",
  "method": "the ωB97M-V functional and the def2-TZVPD basis",
  "gap_ev": [9.98, 9.98],
  "lumo_energy_ev": [0.289, 0.289],
  "e_homo_ev": [-9.69, -9.69],
  "charge": 0,
  "symbols": ["N", "N", "O", "O", "O", "H", "H"],
  "positions_angstrom": [[-0.1530, -0.1444, -0.9194], [-0.5994, 0.3921, 0.8452], [-1.7563, 0.4786, 1.0257], [0.3839, 0.6349, 1.4378], [1.1365, -0.5768, -0.7100], [-0.7113, -0.9965, -1.0118], [1.6995, 0.2121, -0.6675]]
}

Entry 4:
{
  "formula": "C2H4N2S",
  "method": "the ωB97M-V functional and the def2-TZVPD basis",
  "gap_ev": 8.75,
  "lumo_energy_ev": 0.104,
  "e_homo_ev": -8.65,
  "charge": 0,
  "symbols": ["C", "C", "H", "H", "H", "H", "N", "N", "S"],
  "positions_angstrom": [[0.2906, -0.0146, 1.5923], [-0.6330, 0.0783, -1.2545], [-0.7820, 0.2595, 1.4608], [0.7146, -0.1491, 2.5813], [1.3374, -0.2980, -1.3527], [-0.5540, 0.0033, -2.3642], [1.0979, -0.1810, 0.5755], [0.5952, -0.1124, -0.6787], [-2.0667, 0.4139, -0.5598]]
}